65
Properties=species:S:1:pos:R:3 method="wB97M-V/def2-TZVPD" charge=-1 relative_energy_kj_mol=1.4 multiplicity=1 gap_ha=0.2604
Pt -0.03 0.82 -0.89
N 5.16 3.05 -4.24
C 4.30 3.19 -3.49
C 3.22 3.39 -2.57
C 3.13 4.57 -1.83
C 2.07 4.73 -0.97
C 1.15 3.70 -0.86
N 1.24 2.57 -1.55
C 2.26 2.41 -2.39
H 3.89 5.34 -1.95
H 1.96 5.62 -0.37
H 0.30 3.77 -0.19
H 2.31 1.46 -2.91
C -2.63 4.42 0.92
Ge -2.55 2.45 0.72
C -1.57 1.82 2.31
C -4.42 1.83 0.81
C -1.74 1.96 -0.98
H -3.11 4.71 1.86
H -3.18 4.86 0.10
H -1.62 4.84 0.92
H -2.14 1.97 3.23
H -0.63 2.38 2.38
H -1.30 0.77 2.21
H -4.80 1.77 1.84
H -4.50 0.85 0.35
H -5.06 2.53 0.25
H -1.52 2.90 -1.51
H -2.52 1.46 -1.56
C -3.70 -3.07 -0.29
C -2.76 -2.16 0.50
C -3.47 -1.64 1.74
O -2.41 -1.04 -0.33
B -1.06 -0.72 -0.14
O -0.48 -1.67 0.70
C -1.36 -2.79 0.82
C -1.23 -3.37 2.22
C -0.93 -3.83 -0.21
H -4.63 -2.53 -0.48
H -3.93 -3.97 0.28
H -3.26 -3.35 -1.24
H -4.37 -1.11 1.44
H -2.84 -0.95 2.29
H -3.76 -2.46 2.40
H -1.39 -2.61 2.98
H -0.22 -3.76 2.35
H -1.94 -4.19 2.38
H -0.97 -3.43 -1.22
H -1.54 -4.74 -0.15
H 0.11 -4.10 -0.01
O 3.06 1.11 0.45
C 2.85 0.04 -0.10
N 1.75 -0.31 -0.84
C 1.91 -1.58 -1.35
O 1.16 -2.18 -2.08
C 3.23 -2.12 -0.84
C 3.84 -3.34 -1.03
C 5.08 -3.53 -0.42
C 5.66 -2.53 0.35
C 5.03 -1.30 0.53
C 3.80 -1.13 -0.08
H 3.38 -4.11 -1.63
H 5.60 -4.48 -0.54
H 6.63 -2.71 0.81
H 5.47 -0.51 1.12

---

51
Properties=species:S:1:pos:R:3 method="wB97M-V/def2-TZVPD" smiles="O=C(O)COc1ccccc1/C=N/NC(=O)c1cc(-c2ccc(Cl)cc2)nc2ccccc12" multiplicity=1 gap_ha=0.3001
O -1.36 2.77 0.82
C -1.44 1.78 0.14
O -1.12 1.73 -1.14
H -0.76 2.59 -1.44
C -1.98 0.46 0.67
O -1.53 -0.61 -0.12
C -2.19 -1.79 -0.05
C -3.15 -2.09 0.90
C -3.81 -3.31 0.89
C -3.53 -4.25 -0.09
C -2.57 -3.97 -1.04
C -1.87 -2.76 -1.03
C -0.85 -2.55 -2.03
N -0.02 -1.58 -1.96
N 0.93 -1.45 -2.88
C 1.89 -0.47 -2.84
O 2.71 -0.39 -3.73
C 1.84 0.43 -1.65
C 1.66 -0.09 -0.39
C 1.58 0.78 0.71
N 1.68 2.09 0.59
C 1.88 2.62 -0.63
C 1.99 4.03 -0.72
C 2.17 4.62 -1.94
C 2.25 3.85 -3.10
C 2.16 2.48 -3.05
C 1.97 1.83 -1.81
H 2.24 1.89 -3.94
H 2.41 4.34 -4.05
H 2.24 5.70 -2.01
H 1.91 4.60 0.19
C 1.29 0.28 2.06
C 0.69 1.14 2.99
C 0.37 0.70 4.26
C 0.65 -0.61 4.62
C 1.26 -1.47 3.72
C 1.58 -1.03 2.45
H 2.07 -1.71 1.77
H 1.49 -2.49 4.02
Cl 0.25 -1.17 6.20
H -0.10 1.36 4.96
H 0.47 2.15 2.68
H 1.56 -1.15 -0.25
H 0.98 -2.09 -3.68
H -0.80 -3.29 -2.84
H -2.33 -4.70 -1.79
H -4.05 -5.19 -0.11
H -4.56 -3.52 1.64
H -3.39 -1.38 1.68
H -3.08 0.55 0.65
H -1.66 0.36 1.72

---

89
Properties=species:S:1:pos:R:3 method="wB97M-V/def2-TZVPD" relative_energy_kj_mol=72.4 multiplicity=1 gap_ha=0.3126
Be -0.22 -0.09 0.82
C -0.18 0.47 4.85
C -0.76 -0.73 5.25
C -1.07 -1.68 4.30
C -0.79 -1.42 2.95
N -0.23 -0.26 2.60
C 0.04 0.66 3.50
C -1.03 -2.32 1.84
C -1.43 -3.65 2.00
C -1.54 -4.47 0.89
C -1.24 -3.97 -0.36
C -0.87 -2.65 -0.51
C -0.77 -1.77 0.57
H 0.09 1.23 5.56
H -0.97 -0.92 6.29
H -1.54 -2.61 4.59
H 0.45 1.59 3.12
H -1.65 -4.05 2.98
H -1.83 -5.51 1.01
H -1.28 -4.61 -1.23
H -0.63 -2.27 -1.49
C -4.00 -0.21 -3.39
C -2.87 -0.55 -2.41
C -3.44 -0.48 -1.00
C -1.69 0.43 -2.56
C -1.26 0.69 -4.02
O 0.16 0.66 -3.98
C 0.50 0.19 -2.74
N -0.45 0.01 -1.92
C 1.94 -0.06 -2.59
C 2.65 -0.22 -3.78
C 4.02 -0.39 -3.81
C 4.72 -0.36 -2.61
C 4.04 -0.22 -1.43
C 2.65 -0.08 -1.38
P 1.94 0.05 0.31
C 2.90 -1.32 1.07
C 2.35 -2.59 0.87
C 2.96 -3.72 1.38
C 4.14 -3.60 2.11
C 4.70 -2.35 2.29
C 4.09 -1.21 1.78
C 2.83 1.55 0.88
C 3.11 2.58 -0.02
C 3.79 3.71 0.41
C 4.20 3.82 1.73
C 3.87 2.83 2.64
C 3.17 1.71 2.22
H -4.87 -0.83 -3.15
H -3.74 -0.40 -4.43
H -4.31 0.83 -3.28
H -2.51 -1.56 -2.61
H -3.86 0.51 -0.82
H -2.68 -0.67 -0.25
H -4.23 -1.22 -0.89
H -1.98 1.37 -2.07
H -1.59 1.65 -4.42
H -1.59 -0.11 -4.70
H 2.10 -0.22 -4.71
H 4.53 -0.52 -4.75
H 5.80 -0.46 -2.61
H 4.59 -0.21 -0.50
H 1.43 -2.67 0.32
H 2.53 -4.69 1.21
H 4.61 -4.47 2.52
H 5.63 -2.25 2.84
H 4.56 -0.25 1.93
H 2.80 2.49 -1.05
H 4.01 4.49 -0.30
H 4.76 4.68 2.05
H 4.15 2.93 3.67
H 2.90 0.94 2.93
F -5.83 2.91 -2.07
C -5.28 3.09 -0.85
C -3.96 3.31 -0.73
N -3.37 3.57 0.46
C -1.94 3.41 0.60
C -1.67 1.90 0.90
O -2.53 1.27 1.47
O -0.56 1.46 0.50
C -4.10 3.58 1.64
O -3.62 3.86 2.71
N -5.45 3.32 1.48
C -6.15 3.03 0.31
O -7.33 2.77 0.34
H -3.31 3.31 -1.60
H -1.61 4.01 1.45
H -1.43 3.75 -0.30
H -5.99 3.29 2.34

---

13
Properties=species:S:1:pos:R:3 method="wB97M-V/def2-TZVPD" relative_energy_kj_mol=684.3 multiplicity=1 gap_ha=0.3236
C 0.86 -0.12 1.70
C -1.76 0.09 2.17
C 0.61 0.40 0.41
C -0.75 -0.13 -0.14
N -1.91 0.21 3.33
N 1.02 -0.76 2.67
O 1.16 -1.35 3.66
O -1.93 0.07 4.50
S -2.15 0.59 0.61
H 0.61 1.43 0.45
H 1.37 -0.02 -0.41
H -0.72 0.17 -1.14
H -0.80 -1.26 0.12

---

6
Properties=species:S:1:pos:R:3 method="wB97M-V/def2-TZVPD" smiles="O=C=O.O=C=S" relative_energy_kj_mol=14.4 multiplicity=1 gap_ha=0.4237
C -0.76 1.09 -0.44
C 0.82 -1.09 0.38
O -0.46 1.75 0.44
O 1.71 -0.59 -0.21
O -1.04 0.57 -1.42
S -0.27 -1.73 1.25

---

7
Properties=species:S:1:pos:R:3 method="wB97M-V/def2-TZVPD" relative_energy_kj_mol=202.9 multiplicity=1 gap_ha="0.2890 / 0.2890"
N -0.61 1.01 -0.37
O -1.62 0.75 -0.96
P 0.09 -0.57 1.02
P 1.39 -0.77 -0.58
H 1.10 -0.05 1.80
H -0.77 1.06 0.68
H 0.42 -1.43 -1.58

---

Look up the multiplicity of the fifth one.
1

---

Copy entry 5 word for word.
6
Properties=species:S:1:pos:R:3 method="wB97M-V/def2-TZVPD" smiles="O=C=O.O=C=S" relative_energy_kj_mol=14.4 multiplicity=1 gap_ha=0.4237
C -0.76 1.09 -0.44
C 0.82 -1.09 0.38
O -0.46 1.75 0.44
O 1.71 -0.59 -0.21
O -1.04 0.57 -1.42
S -0.27 -1.73 1.25

---

Copy entry 6 word for word.
7
Properties=species:S:1:pos:R:3 method="wB97M-V/def2-TZVPD" relative_energy_kj_mol=202.9 multiplicity=1 gap_ha="0.2890 / 0.2890"
N -0.61 1.01 -0.37
O -1.62 0.75 -0.96
P 0.09 -0.57 1.02
P 1.39 -0.77 -0.58
H 1.10 -0.05 1.80
H -0.77 1.06 0.68
H 0.42 -1.43 -1.58